(1)
A molecular structure, C19H18FN5OS, computed with ωB97M-V/def2-TZVPD.

Last column: Löwdin charge in e.
Cartesian coordinates (Å):
F (3.30187, 8.99954, 0.22961)  0.038
N (1.70009, -0.82855, -0.43157)  -0.004
N (3.06857, 4.27673, 1.38939)  0.215
N (1.14864, -2.01775, -0.61813)  0.060
O (4.35643, 3.65064, -0.39768)  0.148
S (1.10754, 1.79172, 0.36650)  0.966
C (0.79863, 0.02658, 0.03275)  -0.585
C (3.48358, 3.30914, 0.61141)  -0.312
C (-0.18949, -1.83842, -0.53561)  -0.242
C (-4.33248, -6.91116, -0.15123)  -0.108
C (-4.64293, -5.72515, -0.82758)  -0.062
C (-3.24139, -6.91794, 0.74043)  -0.072
C (4.20012, 7.20192, -1.15443)  0.003
C (3.08749, 6.68318, 0.90601)  0.091
C (4.46484, 5.81902, -1.45369)  0.020
C (-3.76133, -4.52334, -0.79801)  -0.008
C (-2.46522, -5.75285, 0.78939)  -0.059
C (3.45560, 7.65473, -0.02538)  -0.228
C (3.46477, 5.31957, 0.72840)  -0.262
C (4.10474, 4.97454, -0.45189)  -0.261
C (-2.66119, -4.62056, 0.05027)  -0.325
N (-1.64885, -3.67032, 0.17453)  -0.019
N (-0.37276, -0.54314, -0.04749)  -0.038
C (2.90670, 1.89401, 0.60865)  -0.360
C (-1.18665, -2.85442, -0.98199)  -0.103
C (-2.37875, 0.10254, 1.25033)  -0.055
C (-1.61226, 0.22443, -0.10529)  -0.184
H (-5.04970, -7.68854, 0.02041)  0.087
H (-5.46668, -5.49968, -1.45062)  0.072
H (-3.05101, -7.77039, 1.31135)  0.082
H (4.53832, 7.87546, -1.93059)  0.103
H (2.51766, 6.99178, 1.67724)  0.085
H (4.81544, 5.43267, -2.47235)  0.151
H (-4.03498, -3.58529, -1.37542)  0.115
H (-1.67752, -5.88671, 1.53046)  0.110
H (-0.88316, -3.77478, 0.87270)  0.144
H (3.39650, 1.32694, -0.08320)  0.041
H (3.08360, 1.42613, 1.58841)  0.096
H (-2.08450, -2.44137, -1.40392)  0.094
H (-0.68001, -3.70277, -1.53282)  0.149
H (-1.81821, 0.25486, 2.18370)  0.082
H (-3.17033, 0.87918, 1.21629)  0.077
H (-2.95680, -0.83375, 1.17727)  0.070
H (-2.27249, 0.02457, -0.92868)  0.117
H (-1.36248, 1.24700, -0.29795)  0.070

## Properties
ΔE to the lowest compared entry with this formula, charge and spin	155.40	kJ/mol
spin multiplicity	1
HOMO-LUMO gap	8.0	eV
net charge	0


(2)
A molecular structure, C34H11F15GeN4O4PdS, computed with ωB97M-V/def2-TZVPD.

Last column: Löwdin spin population.
Cartesian coordinates (Å):
Pd (1.74517, -0.69518, -0.65486)  1.437
O (1.78667, 5.91742, 2.24764)  0.000
N (2.28627, 5.07852, 2.96474)  0.000
O (2.79657, 5.29602, 4.04144)  0.000
C (2.25407, 3.69792, 2.53094)  0.001
C (2.26227, 2.74362, 3.50634)  0.001
C (2.24547, 1.36412, 3.17974)  0.003
C (2.26407, 0.33412, 4.13994)  -0.004
C (2.28357, -0.97668, 3.72474)  0.004
C (2.35067, -1.25508, 2.35544)  0.005
N (2.29747, -0.30148, 1.44914)  0.086
C (2.19017, 0.98492, 1.81864)  0.006
C (2.02107, 1.99072, 0.80164)  0.006
N (1.73567, 1.59092, -0.45066)  0.079
C (1.68947, 2.47692, -1.42086)  0.003
C (1.95947, 3.83152, -1.20326)  0.003
C (2.16647, 4.28342, 0.07854)  -0.004
C (2.14947, 3.36112, 1.14004)  0.002
H (2.28707, 3.05282, 4.54234)  0.000
H (2.26277, 0.58632, 5.18994)  0.000
H (2.28937, -1.78188, 4.44034)  0.001
H (2.46697, -2.26818, 1.98094)  0.001
H (1.43187, 2.10652, -2.40736)  0.001
H (1.97857, 4.51482, -2.03676)  0.001
H (2.32927, 5.33292, 0.27084)  0.000
O (3.43647, -2.53638, -0.63226)  0.058
C (4.27397, -1.66068, -0.85646)  0.009
C (5.77967, -1.83358, -0.91056)  0.002
C (6.26757, -0.43248, -1.26176)  0.008
C (5.00177, 0.43912, -1.19856)  0.013
O (4.97097, 1.64452, -1.28576)  0.000
N (3.92647, -0.37458, -1.02946)  0.112
H (6.04747, -2.59658, -1.63956)  0.000
H (6.13307, -2.16488, 0.06644)  0.000
H (6.66377, -0.36398, -2.27466)  0.000
H (7.02517, -0.03788, -0.58656)  0.001
F (-4.65043, -1.93708, -3.14216)  0.000
C (-4.12863, -0.71948, -3.29086)  0.000
C (-2.97923, -0.39058, -2.60056)  0.000
C (-2.48383, 0.88992, -2.74566)  0.000
F (-1.37303, 1.20032, -2.03866)  0.001
C (-3.09593, 1.84782, -3.53496)  0.000
F (-2.60353, 3.08572, -3.62116)  0.000
C (-4.25473, 1.49742, -4.22276)  0.000
F (-4.87403, 2.39462, -4.98656)  0.000
C (-4.76803, 0.20892, -4.10706)  0.000
F (-5.88153, -0.11648, -4.76226)  0.000
Ge (-1.97093, -1.46748, -1.23976)  0.022
S (0.05727, -1.93438, -1.76916)  0.128
C (-2.85093, -3.21968, -0.88506)  0.006
C (-3.14903, -3.65488, 0.38924)  0.001
F (-2.96703, -2.80608, 1.41684)  0.000
C (-3.61183, -4.93778, 0.64224)  0.000
F (-3.90373, -5.32228, 1.88594)  0.000
C (-3.76223, -5.82298, -0.41996)  0.001
F (-4.20373, -7.05978, -0.19876)  0.000
C (-3.43993, -5.41988, -1.71486)  0.000
F (-3.57013, -6.27988, -2.72476)  0.000
C (-2.97983, -4.12578, -1.92266)  0.002
F (-2.62753, -3.71488, -3.14456)  0.001
C (-2.52463, -0.30838, 0.33664)  0.002
C (-1.61163, 0.22042, 1.22034)  0.000
F (-0.30123, -0.02288, 1.00144)  0.001
C (-1.97743, 0.97692, 2.32514)  0.000
F (-1.04403, 1.47782, 3.14744)  0.000
C (-3.32923, 1.20122, 2.56524)  0.000
F (-3.71203, 1.89322, 3.63614)  0.000
C (-4.28003, 0.69172, 1.68034)  0.000
F (-5.57473, 0.92412, 1.89674)  0.000
C (-3.86173, -0.04978, 0.58044)  0.000
F (-4.76743, -0.54868, -0.27206)  0.000

## Properties
spin multiplicity	3
HOMO-LUMO gap (spin up / spin down)	7.2 / 7.1	eV
net charge	0


(3)
A molecular structure, C24H43CoGeN3O3P2, computed with ωB97M-V/def2-TZVPD.

Last column: Löwdin charge in e.
Cartesian coordinates (Å):
Co (-0.13047, 0.35188, -0.14611)  0.259
C (0.26655, -4.09691, -0.77782)  -0.061
C (-0.12570, -2.76496, -1.41580)  -0.644
C (0.83224, -2.48234, -2.57052)  -0.018
C (-1.59312, -2.83665, -1.81428)  -0.015
O (0.00932, -1.70380, -0.44034)  -0.376
Ge (1.17203, -1.72266, 1.03718)  1.070
O (1.74877, -0.11388, 0.12389)  -0.391
C (3.07929, 0.41592, 0.34759)  -0.653
C (4.04884, -0.76558, 0.39461)  -0.063
C (3.47374, 1.28001, -0.83243)  -0.021
C (3.10973, 1.14041, 1.68836)  -0.013
O (-0.09615, -0.44459, 1.69316)  -0.383
C (-1.08802, -0.92403, 2.66649)  -0.638
C (-1.98786, 0.21882, 3.09460)  -0.039
C (-0.29658, -1.41179, 3.87793)  -0.047
C (-1.91576, -2.06257, 2.08379)  -0.026
H (0.11133, -4.90147, -1.49787)  0.103
H (-0.34802, -4.31146, 0.09704)  0.082
H (1.31719, -4.11897, -0.48426)  0.066
H (0.61434, -3.11274, -3.43366)  0.101
H (1.86070, -2.67721, -2.26066)  0.089
H (0.78902, -1.43825, -2.87872)  0.042
H (-1.73757, -3.53172, -2.64238)  0.100
H (-1.98285, -1.86360, -2.09955)  0.046
H (-2.18582, -3.18547, -0.96892)  0.091
H (3.94704, -1.38046, -0.50170)  0.092
H (3.89167, -1.39496, 1.27049)  0.056
H (5.07350, -0.39529, 0.43687)  0.101
H (3.47424, 0.68153, -1.74409)  0.092
H (4.47455, 1.68806, -0.69014)  0.104
H (2.79138, 2.10760, -0.96273)  0.036
H (2.90120, 0.43765, 2.49732)  0.089
H (2.35895, 1.92709, 1.74545)  0.049
H (4.08835, 1.58633, 1.87106)  0.102
H (-1.41210, 0.99968, 3.58954)  0.068
H (-2.72286, -0.15295, 3.80818)  0.105
H (-2.53029, 0.63434, 2.24774)  0.061
H (0.36997, -0.62774, 4.24099)  0.093
H (0.29940, -2.29805, 3.65416)  0.061
H (-0.98386, -1.67746, 4.68181)  0.099
H (-2.48066, -1.74329, 1.20970)  0.073
H (-2.61576, -2.42398, 2.83821)  0.102
H (-1.28382, -2.90327, 1.79500)  0.066
C (-1.36657, 0.18557, -3.42891)  -0.197
P (-0.38256, 1.16431, -2.26535)  0.948
C (1.05482, 1.63458, -3.26657)  -0.197
C (-1.38697, 2.67074, -2.07961)  -0.358
C (-2.16376, 3.21054, -3.09852)  -0.056
C (-2.98889, 4.29421, -2.83324)  -0.041
C (-3.03950, 4.84414, -1.55987)  -0.039
C (-2.25134, 4.32598, -0.54252)  -0.054
C (-1.43037, 3.23779, -0.80567)  -0.378
P (-0.25854, 2.54002, 0.37435)  0.952
C (1.07152, 3.77120, 0.17629)  -0.190
C (-0.85032, 2.87350, 2.04261)  -0.203
H (-2.38058, 0.07564, -3.04967)  0.059
H (-0.93682, -0.79331, -3.61188)  0.035
H (-1.39248, 0.72851, -4.37402)  0.061
H (0.68384, 2.12336, -4.16857)  0.064
H (1.63067, 0.75209, -3.54644)  0.056
H (1.70880, 2.31914, -2.73558)  0.027
H (-2.16708, 2.77854, -4.09008)  0.109
H (-3.62505, 4.68575, -3.61441)  0.121
H (-3.71008, 5.66717, -1.35509)  0.121
H (-2.29737, 4.76419, 0.44660)  0.113
H (0.59543, 4.72621, 0.40574)  0.066
H (1.41545, 3.81397, -0.85337)  0.047
H (1.91788, 3.62316, 0.84015)  0.044
H (-0.80442, 3.94674, 2.22892)  0.065
H (-0.21982, 2.35938, 2.76710)  0.055
H (-1.87377, 2.52169, 2.14961)  0.047
N (-5.80464, 2.20535, -1.60101)  0.118
C (-5.14192, 1.43284, -1.05558)  -0.373
N (-4.42640, 0.50290, -0.44088)  0.113
C (-3.17362, 0.49743, -0.37153)  -0.310
N (-2.01413, 0.37083, -0.25425)  0.063

## Properties
ΔE to the lowest compared entry with this formula, charge and spin	0.00	kJ/mol
spin multiplicity	1
HOMO-LUMO gap	7.6	eV
net charge	+1